Computed, not measured: a cluster of 40 separate species, H80O40 in total at a distorted geometry, with the ωB97M-V functional and the def2-TZVPD basis.

## Properties
E_LUMO	-0.85	eV
strongest force on any atom	3.473	eV/Å
ΔE to the lowest compared entry with this formula, charge and spin	808.8	kJ/mol
HOMO-LUMO gap	9.623	eV

```
! wB97M-V def2-TZVPD RIJCOSX def2/J DEFGRID3
* xyz 0 1
H -1.52 4.69 -2.52
H -2.59 5.56 -1.94
O -2.35 4.64 -2.04
H 2.18 2.21 -5.57
H 2.04 1.70 -4.18
O 1.53 2.14 -4.87
H 2.30 -1.75 4.29
H 1.82 -0.59 4.84
O 1.48 -1.47 4.77
H -3.96 -2.49 2.20
H -3.26 -2.69 3.57
O -3.97 -2.21 3.13
H -1.08 -2.66 -3.43
H -2.27 -2.23 -2.26
O -1.98 -2.49 -3.13
H 6.03 1.82 1.57
O 5.34 1.74 2.23
H 1.96 4.70 -3.76
O 2.83 4.38 -3.99
H 1.73 1.28 4.92
H 2.61 1.87 6.00
O 1.76 1.42 5.87
H -2.00 -3.62 2.39
H -0.80 -3.32 3.15
O -1.18 -4.06 2.65
H -0.29 0.31 -5.41
H 0.27 1.10 -6.57
O -0.15 0.27 -6.36
H 0.23 4.80 3.19
H 0.04 4.13 4.56
O -0.44 4.59 3.86
H 3.34 0.32 -3.39
O 2.57 -0.21 -3.18
H -6.16 -1.83 0.93
H -5.83 -0.75 1.86
O -5.83 -0.92 0.90
H 1.23 1.85 3.48
H 1.73 2.38 2.07
O 1.99 2.18 2.99
H 2.86 -1.55 -0.95
H 4.28 -0.79 -1.09
O 3.62 -1.21 -0.55
H 4.17 1.81 -1.12
H 3.06 2.50 -1.16
O 3.27 1.56 -1.43
H -3.26 3.13 -0.65
H -2.66 3.63 0.72
O -2.85 2.86 0.18
H 0.09 -0.83 -1.40
H 1.31 -0.87 -0.29
O 0.91 -1.24 -1.09
H -1.94 -6.13 -0.66
O -1.52 -6.37 0.17
H 2.10 -3.52 0.17
H 1.69 -4.49 -0.98
O 2.36 -3.93 -0.69
H 1.84 -4.56 1.87
O 1.17 -3.92 1.46
H -1.27 -1.46 -0.19
H -0.54 -2.12 0.86
O -1.47 -1.93 0.63
H -3.72 1.21 -4.34
H -3.94 1.47 -2.89
O -3.26 1.57 -3.57
H 3.73 -4.23 2.59
H 3.32 -4.86 1.22
O 3.43 -5.06 2.15
H 3.73 4.56 3.64
H 2.34 4.16 2.99
O 2.89 4.85 3.32
H 3.27 -0.16 1.63
H 2.85 0.54 3.01
O 3.48 -0.06 2.57
H -1.83 0.58 2.63
H -2.25 -0.78 1.94
O -2.13 -0.33 2.80
H -3.16 -4.68 -3.51
H -3.80 -3.71 -4.64
O -3.92 -4.19 -3.82
H -4.71 0.06 -0.96
H -5.98 0.26 -1.92
O -5.10 0.51 -1.71
H -1.71 0.43 -2.13
H -1.63 0.81 -3.50
O -0.99 0.54 -2.81
H -1.68 -1.48 -6.62
H -2.41 -1.63 -5.29
O -2.53 -1.73 -6.23
H 0.25 2.47 -2.65
O -0.06 2.83 -1.81
H -4.22 0.38 4.28
H -2.76 0.84 4.27
O -3.62 1.02 4.66
H -1.64 -5.59 0.73
H 5.05 0.86 2.30
H 0.63 -3.85 2.28
H 3.09 3.92 -3.18
H 2.53 -0.05 -2.19
H -0.98 2.58 -1.65
O -1.54 2.47 2.76
H -1.19 3.39 2.78
H -2.42 2.52 3.16
O 2.83 4.12 -1.17
H 3.20 4.73 -1.84
H 1.93 4.43 -1.39
O 0.46 -0.67 2.63
H -0.23 -0.09 2.28
H 0.12 -1.42 3.12
O 0.91 2.69 0.66
H -0.01 2.36 0.66
H 0.80 2.94 -0.30
O 3.41 -2.61 3.00
H 2.82 -2.60 2.27
H 3.98 -1.80 2.88
O 1.37 -2.69 -4.20
H 1.36 -3.21 -3.38
H 1.62 -1.82 -3.85
O -2.45 0.29 -0.62
H -2.41 1.15 -0.14
H -2.67 -0.19 0.18
*
```

Löwdin population analysis, charges in e, atoms 1 to 8:
1 H 0.04
2 H 0.05
3 O -0.04
4 H 0.05
5 H 0.01
6 O -0.05
7 H 0.03
8 H -0.02

---

Computed, not measured: a cluster of 40 separate species, H80O40 in total at a distorted geometry, with the ωB97M-V functional and the def2-TZVPD basis.

## Properties
E_LUMO	-0.88	eV
strongest force on any atom	17.616	eV/Å
ΔE to the lowest compared entry with this formula, charge and spin	1521.7	kJ/mol
HOMO-LUMO gap	9.095	eV

```
! wB97M-V def2-TZVPD RIJCOSX def2/J DEFGRID3
* xyz 0 1
H -1.17 -0.64 5.54
H -2.15 -1.64 5.05
O -1.67 -1.44 5.80
H -2.12 -2.40 -2.94
H -1.66 -1.25 -2.23
O -1.30 -2.04 -2.77
H 3.00 -3.05 0.63
H 2.10 -2.47 -0.46
O 2.18 -2.35 0.47
H 1.96 0.19 6.37
H 1.40 -0.50 5.11
O 1.78 0.28 5.38
H 2.85 -2.73 -3.82
H 1.55 -1.81 -3.83
O 1.98 -2.66 -3.40
H 0.20 6.05 1.08
O -0.12 6.54 0.19
H -0.83 0.97 3.06
O -0.87 0.01 2.57
H 0.30 1.65 -0.53
H 1.60 1.06 0.27
O 0.92 1.83 0.15
H 5.25 -1.54 -0.19
H 4.35 -0.25 0.06
O 5.35 -0.50 -0.14
H 2.98 2.43 3.64
H 3.32 4.03 3.94
O 3.29 3.15 4.42
H 4.45 -4.32 0.02
H 4.82 -3.38 1.12
O 5.07 -3.71 0.33
H 3.15 1.70 2.15
O 4.03 1.64 1.78
H -3.99 2.62 -2.79
H -3.42 2.06 -4.16
O -3.83 1.89 -3.25
H -4.11 -3.04 1.50
H -4.05 -1.58 0.92
O -3.51 -2.40 1.03
H -1.49 -4.02 1.15
H -1.03 -4.00 2.64
O -1.65 -4.57 1.94
H -3.20 -1.44 -4.57
H -4.62 -1.40 -4.32
O -4.01 -1.95 -4.72
H 1.62 -4.86 -2.74
H 0.39 -4.55 -1.89
O 1.13 -5.03 -1.96
H -2.85 2.90 1.17
H -3.01 4.04 0.21
O -3.40 3.26 0.54
H -3.38 0.04 -0.67
O -3.17 0.08 -1.58
H -2.99 0.31 1.80
H -4.20 1.14 1.70
O -3.73 0.31 1.23
H -0.92 -1.72 3.16
O -1.56 -2.45 3.11
H -2.22 1.43 -2.35
H -1.65 2.51 -3.10
O -1.39 2.02 -2.40
H 2.46 -0.83 0.16
H 2.90 0.11 -1.11
O 2.79 0.16 -0.05
H -1.04 -2.79 -1.04
H -0.42 -2.41 0.40
O -0.36 -3.11 -0.32
H 3.91 -0.51 -2.91
H 5.17 -0.41 -1.87
O 4.18 -0.56 -2.03
H -0.15 -1.65 -6.50
H -0.35 -1.95 -4.90
O -0.19 -1.28 -5.65
H -2.98 -5.79 0.09
H -3.61 -5.91 -1.29
O -2.85 -5.62 -0.88
H 0.94 1.84 5.52
H 1.39 3.15 5.87
O 1.10 2.67 5.11
H -6.62 1.84 -1.02
H -5.12 2.31 -0.67
O -5.79 2.32 -1.25
H 2.93 -3.30 3.70
H 2.44 -4.04 2.42
O 3.23 -3.38 2.76
H 0.95 3.35 1.77
H 0.35 4.01 2.88
O 1.13 4.21 2.35
H 0.87 -5.52 1.26
O 1.51 -4.73 1.16
H 1.53 1.16 3.58
H 2.32 0.05 3.17
O 1.65 0.58 2.76
H -3.84 0.38 -2.12
H 0.44 6.36 -0.57
H -2.00 -2.19 2.41
H 0.02 -0.18 2.30
H 3.81 0.91 1.28
H 1.20 -3.91 0.66
O -3.05 2.90 3.24
H -3.82 3.42 3.01
H -2.26 3.48 3.41
O 1.59 -0.26 -4.22
H 1.03 0.58 -4.15
H 1.61 -0.68 -5.11
O -2.07 4.84 -2.22
H -1.98 4.44 -1.35
H -2.29 5.56 -2.45
O 5.50 1.92 -0.88
H 4.48 1.98 -1.02
H 5.67 1.71 0.06
O 2.89 2.56 -3.84
H 3.54 2.09 -3.67
H 3.05 3.33 -3.24
O -5.43 -0.11 -3.60
H -5.12 0.79 -3.66
H -5.70 -0.27 -2.80
O 1.04 4.35 -1.79
H 1.39 3.55 -1.26
H 0.26 4.03 -2.27
*
```

Löwdin population analysis, charges in e, atoms 1 to 8:
1 H 0.03
2 H -0.03
3 O -0.03
4 H -0.01
5 H 0.08
6 O -0.03
7 H 0.13
8 H 0.05

---

Computed, not measured: a cluster of 40 separate species, H80O40 in total at a distorted geometry, with the ωB97M-V functional and the def2-TZVPD basis.

## Properties
E_LUMO	-0.42	eV
strongest force on any atom	5.877	eV/Å
ΔE to the lowest compared entry with this formula, charge and spin	1159.1	kJ/mol
HOMO-LUMO gap	9.859	eV

```
! wB97M-V def2-TZVPD RIJCOSX def2/J DEFGRID3
* xyz 0 1
H 1.92 2.94 5.55
H 1.56 1.81 4.60
O 1.23 2.64 4.93
H -5.05 0.83 -3.95
H -3.75 -0.05 -4.00
O -4.63 0.14 -4.41
H -3.23 -1.85 -4.73
H -2.78 -1.38 -6.06
O -2.43 -1.82 -5.18
H -2.14 -0.68 2.13
H -0.89 -0.10 2.03
O -1.75 0.14 2.32
H 1.89 2.15 -3.45
H 2.91 1.58 -4.64
O 2.65 1.68 -3.71
H 1.12 -0.93 -4.13
O 1.67 -0.71 -3.31
H 0.81 3.35 -1.17
O 0.73 2.50 -1.64
H 6.34 0.01 -0.97
H 6.10 -0.11 0.66
O 5.78 -0.24 -0.18
H 2.65 5.26 1.76
H 3.22 4.89 0.43
O 2.63 5.49 0.85
H 4.75 -3.35 2.61
H 4.70 -2.87 1.09
O 5.04 -2.64 2.02
H 1.22 -5.93 3.42
H 0.53 -6.51 2.26
O 1.39 -6.06 2.48
H 3.56 3.15 -2.40
O 3.18 3.85 -1.82
H 3.83 1.80 3.69
H 4.06 1.01 4.76
O 3.57 1.77 4.60
H -1.66 3.23 -4.13
H -0.59 4.24 -3.73
O -1.21 4.02 -4.42
H 0.02 2.89 1.22
H -1.00 3.43 0.12
O -0.64 2.74 0.59
H 1.52 0.17 -6.54
H 1.17 -1.01 -5.83
O 1.71 -0.74 -6.50
H 2.12 -4.12 -2.60
H 1.35 -5.17 -3.44
O 1.73 -5.01 -2.55
H 0.33 6.01 0.17
H 0.41 4.72 0.91
O 0.08 5.10 0.10
H 3.18 -4.48 0.23
O 2.82 -4.09 1.00
H 3.24 1.01 -0.32
H 3.31 -0.46 0.01
O 3.05 0.34 0.39
H -6.31 1.68 -2.39
O -6.40 0.95 -1.80
H -4.17 -4.65 -0.69
H -4.68 -3.77 0.30
O -4.23 -4.63 0.28
H 1.14 3.01 3.39
H -0.23 3.74 2.88
O 0.69 3.73 2.83
H 1.91 0.99 2.77
H 1.42 0.50 1.36
O 1.20 0.90 2.13
H -2.77 -4.12 -0.46
H -1.89 -4.43 -1.80
O -2.44 -3.77 -1.33
H 4.27 -0.78 2.66
H 3.53 0.38 1.94
O 3.73 0.08 2.84
H -2.78 -3.37 4.41
H -2.46 -3.83 3.03
O -2.52 -4.30 3.93
H -2.13 1.71 4.04
H -2.13 3.30 4.31
O -1.96 2.41 4.70
H -0.24 -1.98 4.21
H 0.48 -2.14 5.58
O 0.50 -1.61 4.75
H -4.06 2.10 0.82
H -3.26 1.65 -0.16
O -3.87 2.43 -0.07
H 2.87 -1.55 -2.39
H 4.48 -1.23 -1.85
O 3.61 -1.61 -1.76
H -3.31 -0.65 4.93
O -2.92 -1.51 4.65
H 1.10 -3.30 0.95
H 1.85 -2.07 0.83
O 0.96 -2.32 0.95
H 2.76 -4.81 1.63
H 2.25 0.05 -3.68
H -6.69 1.10 -0.90
H 0.62 1.69 -1.17
H 2.31 3.65 -1.32
H -2.66 -1.25 3.74
O -2.90 1.22 -2.53
H -3.74 0.77 -2.20
H -2.31 0.55 -2.72
O -1.58 -2.14 0.65
H -0.55 -2.13 0.79
H -1.57 -1.11 0.58
O -2.16 -1.22 -1.93
H -1.26 -1.32 -2.22
H -2.03 -1.86 -1.27
O -4.32 1.28 2.90
H -3.82 1.95 3.45
H -5.25 1.24 2.68
O -2.86 5.26 0.62
H -2.91 4.60 1.33
H -2.35 5.03 -0.12
O -0.58 -0.25 -4.56
H -1.16 0.29 -5.11
H -1.24 -1.00 -4.47
O 0.33 -2.62 -2.26
H 0.90 -1.97 -1.78
H 0.41 -3.50 -1.99
*
```

Löwdin population analysis, charges in e, atoms 1 to 8:
1 H 0.08
2 H 0.01
3 O -0.05
4 H -0.01
5 H 0.01
6 O -0.05
7 H 0.01
8 H 0.15

---

Computed, not measured: a cluster of 40 separate species, H80O40 in total at a distorted geometry, with the ωB97M-V functional and the def2-TZVPD basis.

## Properties
E_LUMO (spin up / spin down)	-4.10 / -10.05	eV
strongest force on any atom	14.678	eV/Å
ΔE to the lowest compared entry with this formula, charge and spin	1505.1	kJ/mol
HOMO-LUMO gap (spin up / spin down)	8.045 / 2.091	eV

```
! wB97M-V def2-TZVPD RIJCOSX def2/J DEFGRID3
* xyz 1 2
H 2.33 3.79 0.06
H 1.76 3.03 0.99
O 2.51 3.66 0.90
H 3.01 1.90 -4.55
H 1.62 2.67 -4.79
O 2.59 2.65 -5.16
H -2.70 -3.02 1.44
H -1.65 -1.89 1.71
O -2.41 -2.44 2.09
H 2.66 -0.91 -5.48
H 2.92 0.61 -5.56
O 3.19 -0.20 -5.93
H -3.52 -1.47 -2.90
H -4.48 -1.21 -4.06
O -3.58 -1.16 -3.84
H 0.41 0.58 4.53
O 0.82 -0.06 4.93
H 1.49 -1.61 5.32
O 2.32 -2.00 5.08
H 4.50 1.15 -1.28
H 4.85 1.44 -2.74
O 4.64 0.75 -2.12
H 0.97 -5.09 -2.95
H 0.83 -5.52 -4.18
O 0.58 -4.74 -3.77
H 2.07 1.26 -0.06
H 2.00 0.48 -1.53
O 2.28 1.29 -0.91
H -1.05 3.33 -1.72
H -2.16 4.41 -2.26
O -2.04 3.60 -1.77
H 0.46 2.62 -2.62
O 0.17 3.35 -3.18
H -0.74 -0.23 1.74
H 0.55 -0.12 2.44
O 0.05 -0.69 1.82
H 1.20 4.45 -2.11
H 2.01 5.68 -1.80
O 1.48 5.06 -1.47
H -0.62 3.25 2.98
H 0.59 2.75 3.89
O 0.30 3.27 3.01
H 4.13 3.07 4.20
H 3.02 3.15 3.19
O 3.14 2.88 4.15
H -6.05 2.22 -0.70
H -4.80 2.30 -1.73
O -5.42 1.62 -1.06
H 6.71 -0.14 1.50
H 6.44 0.87 0.35
O 6.63 0.82 1.31
H -2.02 0.71 -5.30
O -2.58 0.15 -5.93
H 2.30 -3.78 4.68
H 1.15 -4.26 3.78
O 1.76 -4.59 4.47
H 2.70 -1.17 -3.00
O 2.08 -0.53 -3.32
H -2.33 1.47 -3.84
H -2.44 3.13 -4.11
O -1.95 2.45 -3.84
H 0.75 -1.39 -0.57
H 1.26 -2.67 -0.39
O 1.61 -1.80 -0.55
H -1.83 -2.87 -1.16
H -1.09 -4.02 -0.49
O -0.98 -3.26 -0.94
H -1.56 -4.51 2.66
H -2.73 -5.01 3.66
O -2.18 -5.28 2.85
H 2.01 0.53 2.51
H 2.14 1.95 1.79
O 1.87 0.99 1.64
H -1.21 3.34 0.66
H -1.72 1.88 0.62
O -1.04 2.50 0.40
H 0.86 -3.05 1.55
H 0.43 -4.54 1.31
O 0.92 -3.86 0.90
H -2.29 2.16 3.08
H -3.53 2.89 3.37
O -2.92 2.88 2.63
H 3.93 -1.37 1.55
H 3.38 -2.78 2.12
O 3.45 -1.84 2.30
H -2.46 -4.35 -2.22
H -3.65 -4.15 -1.87
O -3.05 -3.52 -2.48
H -4.36 0.56 0.19
O -3.64 -0.19 0.20
H -6.50 -0.52 -1.15
H -5.96 -0.70 -2.48
O -6.26 -1.11 -1.78
H -2.50 -0.71 -5.66
H 1.69 0.06 5.29
H 1.24 -0.45 -2.89
H 2.84 -1.71 4.30
H -0.48 3.09 -3.68
H -4.01 -0.94 0.50
O -2.82 -5.36 0.43
H -2.44 -6.13 0.60
H -3.76 -5.42 0.51
O -0.20 0.03 -1.95
H -0.70 -0.86 -1.95
H -0.76 0.74 -2.11
O -2.65 1.22 5.08
H -2.64 2.09 5.43
H -2.30 0.67 5.78
O 0.08 5.96 3.02
H -0.05 4.99 3.40
H 0.47 5.66 2.13
O -0.51 -2.16 -4.14
H -1.37 -2.56 -4.09
H 0.11 -2.87 -4.15
O 4.14 -1.83 -0.89
H 3.52 -1.86 -0.35
H 4.04 -1.89 -1.87
O 0.21 2.76 5.86
H 0.72 3.47 6.03
H -0.23 2.07 6.47
*
```

Löwdin population analysis, charges in e, atoms 1 to 8:
1 H -0.07
2 H 0.01
3 O 0.02
4 H 0.08
5 H 0.06
6 O -0.12
7 H -0.04
8 H 0.05

---

Computed, not measured: a structure of composition H8LiO4, with the ωB97M-V functional and the def2-TZVPD basis.

## Properties
E_LUMO	-3.57	eV
strongest force on any atom	0.798	eV/Å
ΔE to the lowest compared entry with this formula, charge and spin	24.8	kJ/mol
HOMO-LUMO gap	12.811	eV

```
! wB97M-V def2-TZVPD RIJCOSX def2/J DEFGRID3
* xyz 1 1
Li 0.11 -0.13 0.09
O 0.11 0.30 -1.95
H 0.25 1.23 -2.16
H -0.45 -0.02 -2.65
O -1.64 -1.09 -0.03
H -1.69 -1.98 -0.37
H -2.24 -0.58 -0.57
O 1.35 -1.30 1.36
H 1.72 -0.83 2.11
H 2.11 -1.70 0.94
O 0.18 1.65 1.01
H 0.68 2.23 1.58
H -0.50 2.22 0.63
*
```

natural (NBO) population analysis, charges in e, atoms 1 to 8:
1 Li 0.91
2 O -0.98
3 H 0.50
4 H 0.50
5 O -0.97
6 H 0.50
7 H 0.49
8 O -0.97